Entry 1:
The following is a DFT calculation (the ωB97M-V functional and the def2-TZVPD basis) of C10H20Cl2GaN2S as an isolated structure in a non-equilibrium geometry.

Each line ends with the natural charge from an NBO analysis.
CARTESIAN COORDINATES (ANGSTROEM)
Ga (-1.031, 0.683, -0.864)  1.42
Cl (0.957, 1.539, -1.069)  -0.57
Cl (-1.698, 0.761, 1.236)  -0.62
C (-2.338, 1.065, -1.976)  -1.07
H (-3.358, 0.783, -1.717)  0.21
H (-2.197, 1.699, -2.847)  0.21
C (-0.846, -1.389, -1.332)  -0.65
C (-1.405, -0.602, -2.325)  -0.31
H (-1.493, -1.759, -0.519)  0.22
C (-0.551, -0.328, -3.611)  -0.41
H (-2.408, -0.978, -2.628)  0.17
C (0.258, -1.567, -3.987)  -0.39
H (-1.229, -0.027, -4.416)  0.20
H (0.129, 0.514, -3.416)  0.22
C (1.161, -2.002, -2.840)  -0.40
H (-0.433, -2.378, -4.245)  0.18
H (0.854, -1.363, -4.884)  0.19
C (0.415, -2.183, -1.493)  -0.39
H (1.655, -2.945, -3.102)  0.19
H (1.950, -1.255, -2.703)  0.20
H (0.187, -3.253, -1.379)  0.17
H (1.106, -1.946, -0.672)  0.20
C (-0.817, 1.741, 4.939)  -0.43
N (0.039, 0.684, 4.387)  -0.62
C (1.201, 0.961, 3.747)  0.30
S (1.759, 0.042, 2.443)  -0.23
N (1.890, 2.057, 4.217)  -0.64
C (2.155, 2.186, 5.657)  -0.41
H (-0.323, 2.714, 4.858)  0.22
H (-1.028, 1.525, 5.992)  0.18
H (-1.768, 1.761, 4.394)  0.22
H (-0.464, -0.098, 3.961)  0.43
H (2.709, 2.231, 3.640)  0.40
H (2.997, 1.553, 5.966)  0.19
H (2.426, 3.228, 5.854)  0.20
H (1.265, 1.929, 6.235)  0.21

## Properties
E_tot   -3745.9207 a.u.
Total charge   -1
Spin multiplicity   1
Energy above the lowest of the compared OMol25 structures with the same formula, charge and spin   0.0 kcal per mole

***

Entry 2:
The following is a DFT calculation (the ωB97M-V functional and the def2-TZVPD basis) of C10H20ClRh2 as an isolated structure in a non-equilibrium geometry.

Each line ends with the natural charge from an NBO analysis.
CARTESIAN COORDINATES (ANGSTROEM)
Rh (-0.507, 1.136, 0.011)  0.70
Cl (-1.855, 2.778, 1.166)  -0.62
C (-2.039, -0.084, -0.218)  -0.98
H (-1.852, -1.082, 0.190)  0.19
H (-2.341, -0.117, -1.269)  0.19
H (-2.805, 0.416, 0.384)  0.21
Rh (0.731, 0.281, -2.356)  1.08
C (2.689, 0.293, -2.862)  -0.98
C (-0.798, -0.315, -3.506)  -1.01
C (0.376, -0.621, -0.635)  -0.95
H (-1.054, -1.357, -3.260)  0.21
H (-1.667, 0.339, -3.321)  0.22
H (-0.471, -0.238, -4.551)  0.20
H (3.198, -0.594, -2.449)  0.21
H (2.762, 0.289, -3.965)  0.20
H (3.131, 1.216, -2.452)  0.21
H (-0.247, -1.510, -0.739)  0.20
H (1.304, -0.733, -0.062)  0.21
C (1.349, -0.765, 4.688)  -0.58
C (0.069, 0.008, 4.338)  -0.14
C (-1.108, -0.764, 4.938)  -0.58
C (0.153, 1.404, 4.962)  -0.59
C (-0.067, 0.151, 2.899)  -0.14
C (-0.286, 0.377, 1.701)  -0.31
H (1.488, -0.751, 5.778)  0.19
H (2.230, -0.320, 4.214)  0.21
H (1.270, -1.810, 4.363)  0.21
H (-1.025, -0.762, 6.030)  0.19
H (-2.068, -0.320, 4.664)  0.22
H (-1.096, -1.803, 4.600)  0.21
H (1.017, 1.947, 4.565)  0.21
H (-0.748, 1.982, 4.738)  0.23
H (0.262, 1.330, 6.050)  0.18

## Properties
E_tot   -1073.8505 a.u.
<S²>   20.02
Total charge   -1
Spin multiplicity   9
Energy above the lowest of the compared OMol25 structures with the same formula, charge and spin   34.2 kcal per mole

***

Entry 3:
The following is a DFT calculation (the ωB97M-V functional and the def2-TZVPD basis) of C10H20F4O5SSi2 as an isolated structure in a non-equilibrium geometry.

Each line ends with the natural charge from an NBO analysis.
CARTESIAN COORDINATES (ANGSTROEM)
C (1.637, -0.782, 2.979)  -0.60
C (1.303, -1.797, 1.872)  -0.91
Si (0.748, -0.907, 0.316)  1.86
C (-0.455, 0.433, 0.799)  -0.94
C (-1.321, 0.999, -0.358)  -0.40
C (-2.791, 0.688, -0.116)  -0.40
C (-3.722, 1.312, -1.160)  -0.68
S (-5.369, 1.480, -0.471)  2.37
O (-5.553, 0.454, 0.509)  -0.94
O (-6.342, 1.575, -1.503)  -0.91
O (-5.279, 2.877, 0.295)  -0.88
O (2.020, -0.416, -0.636)  -1.25
Si (2.532, 1.176, -0.619)  1.45
C (4.248, 1.315, -1.357)  -0.98
C (5.286, 0.666, -0.487)  0.43
O (6.227, 1.277, -0.003)  -0.51
C (-0.161, -2.245, -0.744)  0.26
F (-0.781, -1.678, -1.836)  -0.35
F (-1.120, -2.874, -0.016)  -0.33
C (0.812, -3.263, -1.330)  0.51
F (1.266, -4.077, -0.343)  -0.33
F (0.199, -4.031, -2.268)  -0.33
H (0.775, -0.195, 3.277)  0.20
H (2.415, -0.093, 2.660)  0.20
H (2.005, -1.281, 3.869)  0.22
H (0.481, -2.416, 2.216)  0.25
H (2.183, -2.403, 1.686)  0.24
H (0.003, 1.240, 1.359)  0.26
H (-1.128, -0.043, 1.511)  0.25
H (-1.216, 2.082, -0.360)  0.20
H (-0.983, 0.668, -1.334)  0.21
H (-2.940, -0.382, -0.030)  0.23
H (-3.047, 1.081, 0.867)  0.20
H (-3.837, 0.635, -1.996)  0.26
H (-3.341, 2.281, -1.457)  0.24
H (-4.399, 3.010, 0.658)  0.50
H (2.608, 1.625, 0.788)  -0.21
H (1.540, 2.000, -1.338)  -0.20
H (4.478, 2.370, -1.470)  0.26
H (4.238, 0.824, -2.329)  0.27
H (5.124, -0.412, -0.298)  0.12
H (1.656, -2.767, -1.804)  0.15

## Properties
E_tot   -2145.9612 a.u.
Total charge   0
Spin multiplicity   1

***

Entry 4:
The following is a DFT calculation (the ωB97M-V functional and the def2-TZVPD basis) of a 2-piece molecular cluster, C10H20FN4O3 overall in a non-equilibrium geometry.

Each line ends with the natural charge from an NBO analysis.
CARTESIAN COORDINATES (ANGSTROEM)
C (1.996, 0.578, 1.814)  -0.63
C (1.511, 1.552, 0.656)  -0.42
C (-0.089, 1.457, 0.594)  0.17
F (-0.692, 2.042, 1.725)  -0.34
C (-0.455, -0.052, 0.409)  0.42
N (-1.068, -0.958, 1.226)  -0.47
C (-1.098, -2.198, 0.502)  -0.13
C (-0.457, -1.983, -0.775)  0.46
O (-0.234, -2.808, -1.839)  -0.47
C (1.084, -3.433, -1.630)  -0.10
C (2.253, -2.697, -2.427)  0.07
C (2.760, -3.507, -3.689)  -0.64
O (1.875, -1.376, -2.894)  -0.74
N (-0.086, -0.614, -0.788)  -0.52
H (2.979, 0.898, 2.247)  0.25
H (1.189, 0.476, 2.599)  0.22
H (2.164, -0.433, 1.344)  0.21
H (1.862, 1.168, -0.351)  0.20
H (1.867, 2.609, 0.758)  0.26
H (-0.369, 1.992, -0.365)  0.21
H (-1.415, -0.763, 2.164)  0.47
H (-1.543, -3.170, 0.839)  0.28
H (1.016, -4.507, -1.936)  0.23
H (1.316, -3.355, -0.527)  0.19
H (3.094, -2.536, -1.684)  0.18
H (2.172, -3.118, -4.573)  0.24
H (3.850, -3.319, -3.871)  0.23
H (2.617, -4.609, -3.528)  0.22
H (2.522, -0.745, -2.529)  0.48
H (0.369, -0.035, -1.494)  0.47
C (-4.398, 4.279, 2.315)  0.77
O (-5.594, 4.460, 2.434)  -0.64
N (-3.510, 5.302, 2.170)  -0.85
N (-3.840, 3.032, 2.317)  -0.86
H (-2.521, 5.173, 2.071)  0.38
H (-3.885, 6.235, 2.164)  0.41
H (-4.465, 2.253, 2.422)  0.41
H (-2.856, 2.860, 2.221)  0.38

## Properties
E_tot   -937.3847 a.u.
Total charge   +1
Spin multiplicity   1

***

Entry 5:
The following is a DFT calculation (the ωB97M-V functional and the def2-TZVPD basis) of a 2-piece molecular cluster, C10H20FO3S overall in a non-equilibrium geometry.

Each line ends with the natural charge from an NBO analysis.
CARTESIAN COORDINATES (ANGSTROEM)
C (4.856, 0.304, -1.114)  -0.64
C (3.822, -0.279, -2.061)  0.20
F (4.423, -1.468, -2.631)  -0.43
C (3.445, 0.652, -3.190)  -0.47
C (2.407, 1.746, -2.876)  -0.69
C (1.278, 1.268, -1.946)  -0.44
C (0.503, 0.078, -2.523)  -0.42
C (0.157, -1.070, -1.571)  -0.48
S (-0.479, -0.583, 0.072)  -0.12
H (5.618, -0.440, -0.933)  0.21
H (4.375, 0.532, -0.163)  0.20
H (5.273, 1.216, -1.526)  0.21
H (2.979, -0.654, -1.497)  0.14
H (4.357, 1.167, -3.481)  0.19
H (3.130, 0.050, -4.045)  0.18
H (2.939, 2.530, -2.322)  0.13
H (0.570, 2.077, -1.803)  0.20
H (1.671, 1.038, -0.940)  0.12
H (1.045, -0.356, -3.357)  0.21
H (-0.445, 0.442, -2.908)  0.19
H (-0.640, -1.687, -1.968)  0.20
H (0.991, -1.741, -1.416)  0.21
H (0.648, -0.254, 0.711)  0.13
C (-5.928, 0.693, 5.017)  -0.25
O (-4.962, -0.342, 4.848)  -0.50
C (-4.414, -0.383, 3.624)  0.98
O (-4.683, 0.361, 2.716)  -0.64
O (-3.538, -1.380, 3.597)  -0.50
C (-2.852, -1.547, 2.342)  -0.26
H (-6.288, 0.615, 6.040)  0.19
H (-5.475, 1.672, 4.867)  0.19
H (-6.761, 0.560, 4.329)  0.19
H (-2.277, -0.663, 2.097)  0.21
H (-3.563, -1.765, 1.548)  0.19
H (-2.179, -2.389, 2.462)  0.20

## Properties
E_tot   -1116.7392 a.u.
Total charge   -1
Spin multiplicity   1

***

Entry 6:
The following is a DFT calculation (the ωB97M-V functional and the def2-TZVPD basis) of C10H20MgN4O7 as an isolated structure in a non-equilibrium geometry.

Each line ends with the natural charge from an NBO analysis.
CARTESIAN COORDINATES (ANGSTROEM)
O (-2.403, 0.703, -2.187)  -0.97
H (-2.978, 0.996, -2.910)  0.48
Mg (-0.055, -0.414, -0.243)  1.69
N (-2.101, -0.850, 0.385)  -0.18
N (-0.882, 1.196, 1.212)  -0.18
N (1.599, -1.864, -0.731)  -0.19
N (1.914, 0.342, 0.543)  -0.31
O (-2.608, -1.981, 0.157)  -0.38
O (1.355, -2.929, -1.410)  -0.62
O (2.140, 1.412, 1.374)  -0.61
O (-0.256, 2.153, 1.838)  -0.47
C (-2.236, 1.280, 1.311)  0.15
C (-2.924, 0.159, 0.800)  0.17
C (2.872, -1.521, -0.492)  0.03
C (3.046, -0.308, 0.262)  0.24
C (-4.388, 0.007, 0.674)  -0.68
H (-4.671, 0.018, -0.389)  0.24
H (-4.900, 0.826, 1.181)  0.22
H (-4.691, -0.946, 1.122)  0.25
C (-2.865, 2.455, 1.967)  -0.67
H (-2.621, 3.378, 1.423)  0.24
H (-2.486, 2.570, 2.991)  0.25
H (-3.950, 2.327, 1.994)  0.22
C (3.990, -2.401, -0.930)  -0.67
C (4.399, 0.097, 0.747)  -0.69
H (3.702, -3.074, -1.750)  0.25
H (4.337, -3.028, -0.091)  0.22
H (4.830, -1.780, -1.268)  0.21
H (4.314, 0.933, 1.445)  0.26
H (5.036, 0.399, -0.099)  0.23
H (4.888, -0.751, 1.247)  0.23
H (-0.062, -2.211, -1.989)  0.53
H (1.184, 1.771, 1.578)  0.49
C (-0.030, 1.632, -1.811)  -0.56
H (-0.965, 2.027, -2.177)  0.20
H (0.653, 1.235, -2.571)  0.17
H (0.509, 2.331, -1.163)  0.19
O (-0.574, -1.345, -2.005)  -1.06
H (-2.266, -0.267, -2.302)  0.50
H (-0.428, -0.927, -2.868)  0.50
O (0.354, -2.031, 3.094)  -0.48
C (0.219, -1.621, 2.040)  0.52

## Properties
E_tot   -1338.6177 a.u.
Total charge   0
Spin multiplicity   1
Energy above the lowest of the compared OMol25 structures with the same formula, charge and spin   0.0 kcal per mole